Entry from the OMol25 dataset: 11 unconnected molecules or ions with the total composition C51H132N14O19 in a non-equilibrium geometry (the ωB97M-V functional and the def2-TZVPD basis).

XYZ file:
```
216
Properties=species:S:1:pos:R:3
C 13.523 21.078 20.707
O 12.849 20.779 21.863
C 11.488 21.234 21.808
C 10.839 20.900 23.128
N 10.604 19.515 23.300
C 9.900 19.084 24.518
C 10.602 19.522 25.839
O 11.823 18.830 25.801
C 12.489 19.012 27.022
H 13.597 22.154 20.588
H 13.165 20.515 19.837
H 14.537 20.669 20.699
H 10.893 20.811 20.987
H 11.585 22.320 21.654
H 9.918 21.478 23.277
H 11.393 21.289 23.959
H 11.538 19.130 23.352
H 9.809 17.990 24.458
H 8.888 19.526 24.500
H 9.983 19.238 26.699
H 10.820 20.602 25.883
H 11.827 18.776 27.869
H 12.810 20.043 27.162
H 13.352 18.346 27.116
C 21.699 14.364 22.796
O 20.937 14.097 21.638
C 21.401 14.772 20.462
C 20.356 14.591 19.374
N 20.734 15.233 18.103
C 20.780 16.678 18.146
C 21.325 17.169 16.842
O 20.530 16.769 15.792
C 20.937 17.174 14.512
H 21.183 13.797 23.580
H 21.643 15.405 23.106
H 22.728 13.957 22.772
H 22.357 14.416 20.085
H 21.573 15.814 20.758
H 19.403 14.957 19.724
H 20.229 13.523 19.166
H 20.019 15.009 17.414
H 21.520 17.026 18.877
H 19.872 17.222 18.438
H 22.359 16.836 16.680
H 21.309 18.263 16.955
H 20.116 16.882 13.861
H 21.857 16.620 14.232
H 21.137 18.247 14.519
C 8.794 18.439 18.426
O 9.752 17.784 19.204
C 9.465 17.799 20.567
C 10.596 17.000 21.214
N 11.962 17.472 20.885
C 12.969 16.732 21.716
C 14.283 17.455 21.759
O 15.149 16.691 22.584
C 16.445 17.185 22.650
H 9.185 18.619 17.430
H 8.518 19.444 18.759
H 7.868 17.878 18.323
H 8.489 17.364 20.711
H 9.456 18.789 21.073
H 10.477 15.952 20.928
H 10.428 17.018 22.285
H 11.961 18.471 21.061
H 13.073 15.772 21.223
H 12.653 16.552 22.755
H 14.053 18.463 22.135
H 14.664 17.633 20.748
H 17.024 16.485 23.239
H 16.436 18.145 23.171
H 16.845 17.295 21.652
C 19.156 9.588 15.713
O 19.162 10.749 15.021
C 19.224 11.974 15.738
C 17.918 12.358 16.432
N 17.931 13.682 17.053
C 17.926 14.799 16.117
C 16.665 14.979 15.339
O 15.647 15.232 16.253
C 14.461 15.472 15.471
H 18.371 9.537 16.484
H 20.045 9.319 16.284
H 18.940 8.781 15.001
H 19.616 12.631 14.966
H 20.013 11.984 16.510
H 17.729 11.631 17.240
H 17.035 12.230 15.766
H 17.209 13.799 17.774
H 18.805 14.827 15.464
H 17.992 15.690 16.751
H 16.440 14.088 14.722
H 16.765 15.797 14.601
H 14.270 14.607 14.810
H 14.565 16.425 14.982
H 13.647 15.443 16.185
C 19.404 21.030 16.524
O 18.233 20.759 15.816
C 18.136 19.374 15.562
C 16.740 19.059 15.018
N 16.395 19.646 13.733
C 15.154 19.094 13.249
C 14.862 19.582 11.824
O 14.649 20.976 11.795
C 14.291 21.429 10.531
H 19.320 20.829 17.583
H 19.687 22.081 16.502
H 20.260 20.497 16.056
H 18.347 18.815 16.476
H 18.885 19.114 14.782
H 15.993 19.404 15.771
H 16.580 17.986 14.923
H 16.196 20.647 13.850
H 14.343 19.420 13.917
H 15.156 17.997 13.246
H 13.953 19.088 11.435
H 15.691 19.274 11.148
H 15.085 21.356 9.785
H 13.919 22.439 10.586
H 13.423 20.963 10.082
C 16.769 25.092 27.527
O 16.398 23.864 28.133
C 15.055 23.462 27.999
C 14.812 22.458 26.885
N 14.878 23.129 25.597
C 14.782 22.135 24.515
C 15.914 21.097 24.458
O 17.112 21.857 24.439
C 18.272 21.003 24.449
H 16.029 25.852 27.825
H 16.881 25.150 26.445
H 17.788 25.337 27.883
H 14.442 24.362 27.819
H 14.739 23.021 28.965
H 13.809 22.035 26.934
H 15.548 21.656 27.066
H 15.738 23.636 25.415
H 14.769 22.608 23.521
H 13.823 21.625 24.605
H 15.725 20.499 23.556
H 16.032 20.346 25.236
H 19.110 21.644 24.187
H 18.149 20.182 23.724
H 18.545 20.547 25.405
C 10.323 21.927 16.413
O 11.696 21.816 16.610
C 12.488 22.373 15.528
C 13.963 22.120 15.749
N 14.486 22.670 17.010
C 15.903 22.763 17.027
C 16.413 23.094 18.413
O 16.202 22.013 19.301
C 16.957 22.077 20.513
H 9.991 22.956 16.359
H 9.970 21.550 17.358
H 9.967 21.295 15.574
H 12.273 23.447 15.580
H 12.083 22.040 14.560
H 14.487 22.626 14.958
H 14.239 21.055 15.657
H 14.111 21.998 17.690
H 16.267 23.539 16.345
H 16.348 21.811 16.735
H 15.923 24.027 18.740
H 17.489 23.298 18.342
H 17.996 21.845 20.318
H 16.520 21.302 21.142
H 16.858 22.945 21.147
C 18.605 11.682 23.033
O 17.489 12.088 22.294
C 17.726 13.362 21.704
C 16.417 13.836 21.054
N 16.025 13.053 19.911
C 14.772 13.488 19.355
C 14.380 12.646 18.132
O 13.163 13.072 17.576
C 12.710 12.249 16.569
H 19.449 11.454 22.400
H 18.422 10.785 23.614
H 18.866 12.537 23.683
H 18.470 13.365 20.906
H 18.127 14.043 22.472
H 16.498 14.885 20.742
H 15.659 13.805 21.849
H 16.007 12.058 20.201
H 14.776 14.562 19.138
H 13.974 13.374 20.107
H 14.268 11.584 18.360
H 15.162 12.761 17.382
H 11.879 12.725 16.087
H 12.386 11.277 16.952
H 13.436 12.103 15.762
N 19.813 18.262 21.906
C 20.907 18.918 21.352
N 20.660 19.624 20.167
O 21.999 18.967 21.889
H 18.993 18.022 21.366
H 20.033 17.609 22.651
H 19.759 19.537 19.689
H 21.485 19.910 19.671
N 12.237 19.081 17.896
C 13.164 18.085 17.568
N 13.036 16.836 18.156
O 13.980 18.293 16.699
H 11.388 18.902 18.425
H 12.330 19.942 17.375
H 13.769 16.167 17.954
H 12.708 16.801 19.103
N 16.551 16.943 18.576
C 16.788 18.274 18.829
N 15.987 19.236 18.266
O 17.664 18.628 19.616
H 16.059 16.659 17.749
H 17.344 16.374 18.846
H 15.354 19.009 17.522
H 16.284 20.198 18.396
```

Its SMILES is COCCNCCOC.COCCNCCOC.COCCNCCOC.COCCNCCOC.COCCNCCOC.COCCNCCOC.COCCNCCOC.COCCNCCOC.NC(N)=O.NC(N)=O.NC(N)=O. The HOMO-LUMO gap is 9.183 eV. For the total energy, the calculation gives -4218.27414 a.u. Its total charge is 0. Its spin multiplicity is 1.

=====

Entry from the OMol25 dataset: 11 unconnected molecules or ions with the total composition C51H132N14O19 in a non-equilibrium geometry (the ωB97M-V functional and the def2-TZVPD basis).

XYZ file:
```
216
Properties=species:S:1:pos:R:3
C 9.104 7.699 11.046
O 8.716 6.916 12.200
C 7.778 5.867 11.756
C 7.618 4.874 12.889
N 8.791 4.039 13.085
C 8.613 2.862 13.824
C 9.947 2.019 13.984
O 9.605 0.880 14.702
C 10.721 0.167 15.294
H 8.211 8.019 10.509
H 9.708 7.155 10.320
H 9.648 8.632 11.198
H 8.150 5.342 10.876
H 6.792 6.244 11.485
H 6.788 4.227 12.605
H 7.398 5.370 13.834
H 9.546 4.601 13.452
H 7.922 2.195 13.309
H 8.021 3.060 14.717
H 10.550 2.662 14.624
H 10.406 1.758 13.030
H 10.349 -0.804 15.621
H 11.163 0.584 16.199
H 11.558 0.117 14.598
C 1.904 -2.761 18.733
O 1.957 -3.638 19.878
C 0.989 -4.721 19.903
C -0.500 -4.415 20.063
N -0.905 -3.542 21.195
C -2.391 -3.456 21.368
C -3.224 -4.761 21.412
O -2.906 -5.816 22.334
C -2.990 -5.383 23.689
H 0.893 -2.395 18.551
H 2.298 -3.279 17.859
H 2.558 -1.914 18.940
H 1.328 -5.437 20.651
H 1.139 -5.240 18.956
H -1.010 -5.366 20.214
H -0.920 -3.874 19.215
H -0.631 -3.914 22.093
H -2.790 -2.721 20.669
H -2.457 -2.906 22.307
H -3.155 -5.192 20.413
H -4.292 -4.545 21.394
H -4.047 -5.227 23.905
H -2.400 -4.486 23.878
H -2.499 -6.172 24.259
C 22.917 -0.143 13.725
O 22.291 -1.410 13.630
C 22.119 -1.970 14.971
C 22.048 -3.456 14.672
N 20.721 -3.711 14.137
C 20.370 -5.120 14.046
C 18.916 -5.359 13.532
O 17.902 -5.094 14.515
C 16.613 -5.585 14.106
H 23.833 -0.100 14.315
H 22.135 0.477 14.164
H 23.019 0.212 12.699
H 21.229 -1.561 15.448
H 22.951 -1.812 15.657
H 22.039 -4.044 15.590
H 22.804 -3.806 13.969
H 20.862 -3.307 13.223
H 20.447 -5.658 14.991
H 21.137 -5.497 13.369
H 18.891 -6.415 13.263
H 18.893 -4.732 12.641
H 16.078 -4.889 13.459
H 16.043 -5.933 14.968
H 16.689 -6.559 13.623
C -2.927 -17.652 19.969
O -2.281 -16.359 20.138
C -1.957 -15.747 18.929
C -0.448 -15.919 18.557
N 0.552 -15.160 19.369
C 0.634 -13.788 18.915
C 1.238 -12.745 19.967
O 0.641 -12.885 21.277
C -0.486 -11.980 21.422
H -2.326 -18.389 20.500
H -3.243 -18.008 18.988
H -3.869 -17.583 20.513
H -2.184 -14.699 19.128
H -2.750 -15.983 18.219
H -0.298 -15.804 17.484
H -0.219 -16.949 18.831
H 0.197 -15.076 20.311
H -0.398 -13.497 18.723
H 1.179 -13.808 17.971
H 1.247 -11.720 19.596
H 2.264 -13.110 20.019
H -0.186 -10.935 21.506
H -1.081 -12.353 22.255
H -1.165 -12.080 20.575
C 10.505 -11.949 10.566
O 10.231 -10.682 9.897
C 9.301 -9.809 10.546
C 9.086 -8.358 9.947
N 8.079 -7.628 10.705
C 7.834 -6.274 10.199
C 9.025 -5.351 9.855
O 9.880 -5.899 8.773
C 9.364 -5.549 7.427
H 11.041 -11.691 11.479
H 11.112 -12.521 9.864
H 9.616 -12.537 10.793
H 9.794 -9.653 11.506
H 8.377 -10.338 10.782
H 8.714 -8.393 8.923
H 10.046 -7.845 9.894
H 8.337 -7.566 11.680
H 7.132 -5.699 10.803
H 7.284 -6.322 9.259
H 9.694 -5.379 10.715
H 8.822 -4.288 9.724
H 8.995 -4.523 7.399
H 8.523 -6.182 7.144
H 10.124 -5.652 6.653
C 8.982 -16.537 20.142
O 8.343 -17.581 19.390
C 7.170 -18.166 19.954
C 6.575 -19.245 18.978
N 7.407 -20.468 18.916
C 7.019 -21.263 17.746
C 7.551 -20.670 16.463
O 8.990 -20.871 16.492
C 9.706 -19.733 15.979
H 8.491 -15.565 20.181
H 9.992 -16.495 19.734
H 9.361 -16.805 21.128
H 6.473 -17.372 20.226
H 7.486 -18.663 20.871
H 6.563 -18.780 17.992
H 5.556 -19.402 19.332
H 8.314 -20.061 18.740
H 5.944 -21.250 17.928
H 7.346 -22.299 17.831
H 7.275 -19.626 16.318
H 7.266 -21.313 15.629
H 9.664 -19.681 14.891
H 10.747 -19.981 16.183
H 9.770 -18.806 16.549
C 8.281 -2.166 25.095
O 7.620 -1.426 26.095
C 8.194 -1.378 27.359
C 8.198 -2.740 28.089
N 7.113 -2.814 29.059
C 7.048 -4.017 29.849
C 5.727 -3.943 30.672
O 4.577 -4.212 29.907
C 3.366 -3.806 30.510
H 7.965 -3.207 25.149
H 9.370 -2.123 25.092
H 7.897 -1.840 24.128
H 7.661 -0.583 27.880
H 9.225 -1.026 27.314
H 9.208 -2.828 28.489
H 8.126 -3.640 27.477
H 6.317 -2.775 28.439
H 7.846 -4.073 30.589
H 7.154 -4.915 29.240
H 5.685 -3.117 31.383
H 5.876 -4.813 31.312
H 3.523 -2.756 30.756
H 3.127 -4.402 31.391
H 2.537 -3.905 29.809
C 2.055 -3.444 26.395
O 0.961 -2.555 26.545
C 1.436 -1.183 26.831
C 0.393 -0.172 27.303
N 0.016 -0.330 28.698
C -0.862 0.791 29.094
C -1.190 0.541 30.591
O -1.725 -0.786 30.635
C -1.914 -1.275 31.980
H 2.692 -3.628 27.260
H 2.641 -3.054 25.562
H 1.631 -4.403 26.097
H 1.949 -0.786 25.955
H 2.199 -1.236 27.607
H -0.468 -0.266 26.641
H 0.688 0.872 27.195
H -0.541 -1.166 28.810
H -1.811 0.790 28.558
H -0.394 1.771 28.995
H -2.049 1.131 30.908
H -0.300 0.739 31.188
H -2.658 -0.679 32.507
H -1.047 -1.311 32.640
H -2.259 -2.307 31.916
N 5.643 -11.085 25.262
C 6.875 -10.732 25.018
N 7.704 -11.029 25.990
O 7.204 -10.043 24.081
H 5.023 -10.749 24.538
H 5.414 -11.685 26.042
H 8.684 -11.163 25.785
H 7.161 -11.618 26.606
N 12.979 -9.179 22.872
C 13.693 -9.946 23.647
N 14.948 -9.872 23.500
O 13.250 -10.772 24.418
H 13.518 -8.434 22.454
H 11.977 -9.307 22.876
H 15.344 -9.542 22.632
H 15.422 -10.544 24.087
N 7.884 -6.893 18.437
C 8.287 -8.018 17.884
N 8.309 -9.071 18.639
O 8.524 -8.041 16.695
H 7.908 -6.134 17.771
H 7.166 -6.771 19.136
H 8.546 -10.003 18.329
H 8.217 -8.986 19.641
```

Its SMILES is COCCNCCOC.COCCNCCOC.COCCNCCOC.COCCNCCOC.COCCNCCOC.COCCNCCOC.COCCNCCOC.COCCNCCOC.NC(N)=O.NC(N)=O.NC(N)=O. The HOMO-LUMO gap is 8.733 eV. For the total energy, the calculation gives -4217.90640 a.u. Its total charge is 0. Its spin multiplicity is 1.

=====

Number 1: HOMO level -8.63 eV. Number 2: HOMO level -8.50 eV.